5 unconnected molecules or ions with the total composition C44H92ClN3O5S at a distorted geometry, computed with ωB97M-V with the def2-TZVPD basis set.

```
! RIJCOSX wB97M-V def2-TZVPD def2/J DEFGRID3
* xyz 0 1
H -4.0361 0.4681 3.0198
N -4.6649 0.0875 2.3064
C -4.6774 0.8254 1.2793
C -3.9188 2.1097 1.0643
C -2.8941 2.0348 -0.1199
C -1.4848 2.3346 0.3956
C -0.9561 1.3389 1.3990
N 0.2658 1.3617 1.7242
H 0.4774 0.6518 2.4248
C -3.3023 3.0253 -1.2297
C -3.1485 4.4880 -0.8834
O -3.3457 4.9911 0.1664
O -2.8267 5.2675 -1.9852
C -1.5623 5.2039 -2.5232
C -0.4368 5.2800 -1.5316
O -1.4304 5.1368 -3.6822
O -2.9952 0.7085 -0.6316
C -1.9614 0.0380 -1.3517
C -1.7101 0.5570 -2.7761
C -0.5526 1.5426 -2.9416
C -0.0809 1.6680 -4.3849
O 0.6287 0.4896 -4.7757
C -2.2966 -1.4951 -1.3051
N -2.8184 -1.9194 -0.0110
C -0.9920 -2.2693 -1.6108
C -0.0305 -2.5296 -0.4419
C 1.1776 -1.5906 -0.3194
S 2.2755 -1.7726 -1.7592
C -3.3395 -1.9033 -2.3655
C -4.6619 -1.1270 -2.3741
C -5.4726 -1.4528 -3.6203
Cl -6.9286 -0.4311 -3.7368
H -5.3315 0.5187 0.4566
H -4.6458 2.9044 0.8662
H -3.4095 2.3813 1.9969
H -1.4990 3.3197 0.8821
H -0.7499 2.3931 -0.4150
H -1.6718 0.6238 1.8300
H -2.8042 2.8245 -2.1790
H -4.3779 2.8877 -1.4185
H 0.0818 4.3139 -1.5042
H 0.2781 6.0104 -1.9212
H -0.7525 5.5632 -0.5280
H -1.0151 0.1391 -0.7961
H -1.4649 -0.3113 -3.3982
H -2.6415 0.9785 -3.1789
H 0.3067 1.1741 -2.3595
H -0.8032 2.5366 -2.5561
H 0.6128 2.5088 -4.4865
H -0.9286 1.8517 -5.0588
H 0.0422 -0.1035 -5.2621
H -3.7905 -1.6603 0.1009
H -2.3102 -1.5177 0.7686
H -0.4409 -1.7467 -2.4048
H -1.2769 -3.2383 -2.0378
H 0.3614 -3.5503 -0.5399
H -0.5632 -2.5205 0.5141
H 0.8898 -0.5420 -0.2102
H 1.7439 -1.8589 0.5794
H 2.7215 -0.5147 -1.8323
H -3.5576 -2.9621 -2.1687
H -2.8819 -1.8723 -3.3635
H -5.2635 -1.3997 -1.4972
H -4.4917 -0.0489 -2.3302
H -5.8045 -2.4945 -3.6261
H -4.8825 -1.2838 -4.5264
C 2.3723 -3.3952 7.0631
C 1.9707 -3.9326 5.6932
C 1.9299 -2.8630 4.6017
C 0.9369 -1.7303 4.8688
C -0.5068 -2.1839 5.0712
C -1.0937 -2.8687 3.8407
H 1.6562 -2.6593 7.4337
H 2.4242 -4.1976 7.8000
H 3.3526 -2.9153 7.0210
H 0.9958 -4.4230 5.7685
H 2.6753 -4.7109 5.3896
H 1.6984 -3.3416 3.6461
H 2.9281 -2.4290 4.4869
H 0.9716 -1.0295 4.0261
H 1.2643 -1.1599 5.7422
H -1.1150 -1.3086 5.3157
H -0.5717 -2.8463 5.9371
H -1.0569 -2.1956 2.9781
H -2.1369 -3.1466 3.9955
H -0.5494 -3.7763 3.5766
C 1.6715 -2.7447 -6.3244
C 2.8041 -1.8868 -5.7696
C 3.6134 -1.1695 -6.8477
C 4.3318 -2.0915 -7.8356
C 5.2892 -3.0943 -7.1931
C 6.4272 -2.4392 -6.4173
H 2.0389 -3.5522 -6.9600
H 1.0977 -3.2020 -5.5158
H 0.9858 -2.1404 -6.9262
H 3.4624 -2.5081 -5.1550
H 2.3817 -1.1384 -5.0981
H 4.3415 -0.5129 -6.3637
H 2.9451 -0.5094 -7.4104
H 4.8911 -1.4731 -8.5453
H 3.5941 -2.6371 -8.4308
H 5.7083 -3.7279 -7.9794
H 4.7356 -3.7644 -6.5295
H 7.0099 -1.7802 -7.0650
H 7.1056 -3.1877 -6.0057
H 6.0546 -1.8420 -5.5836
C 3.4852 4.5833 -2.5366
C 3.1850 6.0321 -2.9084
C 2.7005 6.2026 -4.3477
C 3.7044 5.7657 -5.4163
C 5.0601 6.4672 -5.3468
C 4.9749 7.9788 -5.5311
H 4.2953 4.1718 -3.1400
H 3.7794 4.4952 -1.4898
H 2.6051 3.9530 -2.6920
H 4.0692 6.6493 -2.7284
H 2.4128 6.4192 -2.2376
H 2.4246 7.2483 -4.5084
H 1.7781 5.6270 -4.4814
H 3.2612 5.9472 -6.4005
H 3.8594 4.6851 -5.3534
H 5.7074 6.0469 -6.1207
H 5.5478 6.2432 -4.3937
H 4.5117 8.2276 -6.4885
H 5.9657 8.4343 -5.5115
H 4.3834 8.4493 -4.7440
C -2.7309 -4.9799 11.8884
C -2.9800 -3.5282 11.4926
C -3.5974 -3.3710 10.1037
C -2.7421 -3.9148 8.9574
C -1.3417 -3.3116 8.8627
C -1.3413 -1.8047 8.6272
H -2.0191 -5.4646 11.2182
H -2.3269 -5.0488 12.8991
H -3.6592 -5.5548 11.8597
H -2.0417 -2.9690 11.5486
H -3.6489 -3.0664 12.2234
H -3.8144 -2.3138 9.9288
H -4.5649 -3.8827 10.0862
H -3.2694 -3.7338 8.0150
H -2.6553 -5.0009 9.0482
H -0.8080 -3.8044 8.0442
H -0.7722 -3.5390 9.7683
H -1.8851 -1.5533 7.7144
H -0.3220 -1.4276 8.5233
H -1.8056 -1.2644 9.4536
*
```

Output
Frontier orbital gap ... 9.4278 eV
SMILES string ... [H]/N=C\C[C@](C/C=N/[H])(CC(=O)OC(C)=O)O[C@H](CCCO)[C@](N)(CCCS)CCCCl.CCCCCC.CCCCCC.CCCCCC.CCCCCC
E_HOMO ... -9.01 eV

These are the Mulliken partial charges, in e, on atoms 1 to 99:
1 H 0.293
2 N -0.727
3 C -0.311
4 C -1.085
5 C 1.736
6 C -1.084
7 C -0.040
8 N -0.839
9 H 0.322
10 C -0.844
11 C 0.010
12 O -0.487
13 O -0.361
14 C 0.696
15 C -0.548
16 O -0.482
17 O 0.175
18 C 1.392
19 C -2.012
20 C 1.609
21 C -1.044
22 O -0.334
23 C 0.560
24 N -0.487
25 C -0.554
26 C -1.232
27 C 0.032
28 S -0.229
29 C -1.651
30 C 0.116
31 C -0.731
32 Cl -0.227
33 H 0.439
34 H 0.422
35 H 0.460
36 H 1.290
37 H -0.544
38 H 0.291
39 H 0.238
40 H 0.522
41 H 0.118
42 H 0.127
43 H 0.429
44 H -0.438
45 H 0.649
46 H 0.603
47 H 0.248
48 H -1.425
49 H 0.203
50 H 0.376
51 H 0.262
52 H 0.462
53 H -0.086
54 H -0.019
55 H 0.672
56 H 0.381
57 H 0.182
58 H -0.237
59 H 0.465
60 H 0.109
61 H 0.783
62 H 0.223
63 H 0.369
64 H -0.056
65 H 0.383
66 H 0.346
67 C -1.009
68 C -0.534
69 C -0.674
70 C -0.049
71 C 0.862
72 C -1.308
73 H 0.034
74 H 0.377
75 H 0.379
76 H 0.209
77 H 0.409
78 H 0.219
79 H 0.459
80 H -0.415
81 H 0.389
82 H 0.456
83 H -0.609
84 H 0.052
85 H 0.505
86 H 0.298
87 C -1.415
88 C 0.364
89 C -0.814
90 C -0.791
91 C -0.325
92 C -1.161
93 H 0.432
94 H 0.296
95 H 0.279
96 H 0.284
97 H -0.051
98 H 0.356
99 H 0.345


8 unconnected molecules or ions with the total composition C44H94F12N8P2 at a distorted geometry, computed with ωB97M-V with the def2-TZVPD basis set.

```
! RIJCOSX wB97M-V def2-TZVPD def2/J DEFGRID3
* xyz 4 1
C -0.0253 -5.5141 -5.2106
C 1.4233 -5.5135 -4.8210
N 1.6282 -6.2532 -3.6173
C 2.6254 -7.1960 -3.4126
C 2.4322 -7.6694 -2.0824
N 1.3223 -7.0732 -1.5579
C 0.8822 -6.1513 -2.4922
C 0.6970 -7.2424 -0.2685
H -0.1790 -5.1950 -6.2415
H -0.6047 -4.7683 -4.6663
H -0.5004 -6.4948 -5.1875
H 1.8289 -4.5069 -4.7188
H 1.9814 -6.0566 -5.5836
H 3.3303 -7.4865 -4.1775
H 2.9508 -8.4835 -1.5980
H -0.0612 -5.6611 -2.3027
H -0.1051 -6.5056 -0.2251
H 1.3624 -7.0319 0.5689
H 0.3678 -8.2804 -0.2225
C -4.6134 -8.9490 6.9423
C -5.4083 -7.5756 6.9951
N -4.5402 -6.4615 6.5091
C -4.8555 -5.4136 5.6695
C -3.8174 -4.5477 5.6358
N -2.8817 -5.0148 6.4914
C -3.3131 -6.2120 7.0428
C -1.6101 -4.4690 6.8475
H -3.8792 -9.0915 7.7353
H -4.0481 -9.1615 6.0349
H -5.2447 -9.8050 7.1804
H -5.7915 -7.2568 7.9644
H -6.2025 -7.5936 6.2488
H -5.8246 -5.2215 5.2332
H -3.6869 -3.5940 5.1463
H -2.8569 -6.7482 7.8618
H -1.5950 -3.3825 6.7609
H -0.8094 -4.9714 6.3048
H -1.3765 -4.6382 7.8986
C 7.5504 -3.0112 -1.0305
C 7.3891 -2.3763 0.4389
C 6.7957 -3.1939 1.6035
N 7.3820 -2.7910 2.9839
C 8.8591 -3.2784 2.9744
C 6.6680 -3.4655 4.1918
C 6.6233 -2.4555 5.3008
C 6.2462 -1.1702 4.6766
C 7.0883 -1.2762 3.3775
H 6.6051 -3.0294 -1.5730
H 8.0087 -3.9933 -0.9141
H 8.1567 -2.3690 -1.6694
H 6.7771 -1.4932 0.2553
H 8.3720 -1.9515 0.6425
H 6.9549 -4.2385 1.3360
H 5.7142 -3.1127 1.7122
H 8.6766 -4.3354 2.7806
H 9.2934 -3.1302 3.9631
H 9.5414 -2.8930 2.2167
H 7.1673 -4.3883 4.4872
H 5.6883 -3.7425 3.8026
H 7.5661 -2.4617 5.8478
H 5.7898 -2.8380 5.8899
H 6.4678 -0.3569 5.3678
H 5.1738 -1.0601 4.5156
H 8.0522 -0.7701 3.4316
H 6.6194 -0.6901 2.5871
C 3.6057 4.2656 -11.8888
C 3.9618 4.8971 -10.6148
C 3.4309 3.9949 -9.4523
N 3.8315 4.4177 -8.0243
C 3.2621 5.7812 -7.5585
C 3.4838 3.3082 -6.9834
C 4.4597 3.2847 -5.8852
C 5.6655 4.1059 -6.3442
C 5.3597 4.4599 -7.8510
H 4.1631 3.3557 -12.1113
H 3.8209 4.9543 -12.7059
H 2.5356 4.0586 -11.8880
H 3.6256 5.9328 -10.5641
H 5.0515 4.9214 -10.6031
H 4.0214 3.1152 -9.7085
H 2.3650 3.7899 -9.3530
H 3.4491 5.9822 -6.5037
H 2.2135 5.6937 -7.8430
H 3.6564 6.5953 -8.1665
H 2.4219 3.3786 -6.7478
H 3.6151 2.3771 -7.5347
H 3.9818 3.5784 -4.9506
H 4.7216 2.2335 -5.7649
H 5.9441 4.9217 -5.6772
H 6.5774 3.5091 -6.3642
H 5.6308 5.4532 -8.2087
H 5.8999 3.7968 -8.5267
C 2.8575 6.2966 4.2811
C 1.5023 6.5523 4.9343
C 1.3317 5.5132 6.1041
N -0.0134 5.5174 6.7519
C -0.3319 6.7191 7.6942
C -0.2257 4.2102 7.5381
C -1.7310 3.8799 7.5036
C -2.3455 4.4885 6.2629
C -1.2243 5.3845 5.7228
H 3.5208 6.0233 5.1017
H 3.2739 7.1573 3.7578
H 2.9083 5.6416 3.4113
H 0.7132 6.4642 4.1875
H 1.5210 7.5001 5.4721
H 2.0853 5.5543 6.8906
H 1.5434 4.5167 5.7167
H 0.3153 6.7117 8.5713
H -1.3246 6.3968 8.0084
H -0.4830 7.6693 7.1819
H 0.2511 4.3423 8.5093
H 0.3486 3.4822 6.9652
H -2.2344 4.2674 8.3893
H -1.9039 2.8056 7.4406
H -3.2914 4.9619 6.5260
H -2.3929 3.6501 5.5680
H -1.4089 6.3716 5.2988
H -0.8180 4.8360 4.8730
C -7.9276 5.1075 0.3751
C -8.3795 3.9362 -0.4439
C -8.3435 4.1539 -1.9813
N -8.2194 2.8251 -2.7836
C -9.4074 1.8665 -2.5938
C -6.8597 2.0727 -2.5959
C -6.3584 1.8102 -4.0144
C -6.8482 2.9419 -4.9374
C -8.2065 3.3250 -4.2949
H -8.1123 4.8059 1.4062
H -8.4758 6.0349 0.2091
H -6.8860 5.4268 0.4116
H -9.3868 3.6571 -0.1347
H -7.7332 3.0884 -0.2166
H -7.4729 4.7468 -2.2617
H -9.3291 4.5082 -2.2832
H -10.2723 2.5179 -2.7187
H -9.3447 1.5411 -1.5554
H -9.3642 1.1900 -3.4473
H -7.0559 1.1841 -1.9958
H -6.1535 2.7227 -2.0794
H -6.8634 0.9132 -4.3729
H -5.2770 1.6746 -4.0018
H -6.9494 2.8142 -6.0152
H -6.1413 3.7715 -4.9211
H -8.9257 2.6937 -4.8166
H -8.4529 4.3725 -4.4689
P -6.2290 -5.5556 -2.3635
F -6.8410 -4.5746 -1.1794
F -7.5174 -6.5248 -2.1786
F -7.1338 -4.7674 -3.5057
F -5.5901 -6.5255 -3.5824
F -5.0039 -4.5151 -2.6908
F -5.3709 -6.4104 -1.3212
P -0.1673 0.4396 0.6413
F 0.1755 0.8489 2.2096
F 1.4520 0.5316 0.2630
F -0.0790 -1.1765 1.0620
F -0.4839 -0.0226 -0.8541
F -1.6995 0.4433 0.9887
F -0.1923 2.0933 0.3234
*
```

Output
Frontier orbital gap ... 8.2858 eV
E_HOMO ... -14.32 eV

These are the Mulliken partial charges, in e, on atoms 1 to 99:
1 C -1.343
2 C -0.143
3 N 0.173
4 C -0.261
5 C -0.446
6 N 0.150
7 C -0.217
8 C -0.798
9 H 0.382
10 H 0.392
11 H 0.379
12 H 0.218
13 H 0.315
14 H 0.416
15 H 0.454
16 H 0.347
17 H 0.272
18 H 0.339
19 H 0.373
20 C -1.136
21 C -0.325
22 N 0.145
23 C -0.390
24 C -0.225
25 N 0.112
26 C -0.229
27 C -0.849
28 H 0.356
29 H 0.362
30 H 0.381
31 H 0.301
32 H 0.319
33 H 0.407
34 H 0.452
35 H 0.324
36 H 0.332
37 H 0.320
38 H 0.343
39 C -1.322
40 C -0.446
41 C -0.736
42 N 0.256
43 C -0.995
44 C -0.646
45 C -0.452
46 C -0.552
47 C -0.586
48 H 0.321
49 H 0.380
50 H 0.365
51 H 0.340
52 H 0.319
53 H 0.503
54 H 0.438
55 H 0.478
56 H 0.345
57 H 0.308
58 H 0.319
59 H 0.369
60 H 0.304
61 H 0.333
62 H 0.321
63 H 0.337
64 H 0.343
65 H 0.354
66 C -1.423
67 C -0.095
68 C -0.871
69 N 0.132
70 C -0.882
71 C -0.667
72 C -0.503
73 C -0.700
74 C -0.756
75 H 0.366
76 H 0.394
77 H 0.356
78 H 0.360
79 H 0.267
80 H 0.288
81 H 0.516
82 H 0.366
83 H 0.378
84 H 0.369
85 H 0.523
86 H 0.335
87 H 0.323
88 H 0.311
89 H 0.354
90 H 0.325
91 H 0.490
92 H 0.443
93 C -1.358
94 C -0.024
95 C -1.116
96 N 0.126
97 C -0.886
98 C -0.597
99 C -0.731